Below is the molecule C15H22O2, with properties calculated with wB97M-V/def2-TZVPD.

As for the energy above the lowest of the compared OMol25 structures with the same formula, charge and spin: 657.4 kJ/mol. The frontier orbital gap is 0.303 Ha. The LUMO energy is 0.57 eV. The HOMO energy is -7.7 eV. As for the total energy: -735.00793 a.u. Its SMILES is CC1(C)C[C@@H]2C(=O)[C@@]3(C)O[C@@]34CC[C@@]4(C)[C@H]2C1. Its largest force on an atom is 4.68 eV/Å.

Positions of all 39 atoms, in Å:
C -1.35190 1.52253 2.67885
C -0.82598 1.74318 1.34233
C -1.34943 3.08758 0.86954
C 0.68766 1.54723 1.32653
C 0.90841 0.17148 0.76663
C 2.21971 -0.42763 0.11036
O 3.38361 -0.29184 0.48969
C 2.09461 -1.02635 -1.28966
C 2.56815 -0.02939 -2.39642
O 1.83033 -2.33872 -1.80974
C 0.83825 -2.01605 -0.95705
C 0.59163 -3.03722 0.11006
C -0.84178 -2.23990 0.21912
C -0.45368 -1.32669 -0.88372
C -1.32040 -1.29688 -2.15976
C -0.22019 0.09346 -0.29727
C -1.44529 0.72735 0.37806
H -2.41211 1.77374 2.54857
H -1.22333 0.39551 3.09875
H -0.86774 2.20955 3.28776
H -0.86030 3.81613 1.53249
H -0.92336 3.17306 -0.14631
H -2.36576 3.23323 0.84669
H 1.20314 2.17945 0.59717
H 1.17722 1.72857 2.28273
H 0.62049 -0.42881 1.59069
H 3.58625 0.32448 -2.09192
H 1.86404 0.86719 -2.35015
H 2.66359 -0.41329 -3.45957
H 1.10083 -3.06393 1.09858
H 0.64799 -4.13880 -0.26765
H -1.65641 -2.95341 -0.19291
H -1.13687 -1.79385 1.18508
H -0.91644 -0.46185 -2.82823
H -1.33859 -2.24755 -2.72138
H -2.30973 -0.90353 -1.96366
H -0.03415 0.72865 -1.16132
H -1.97922 0.03353 0.94774
H -2.15324 1.07976 -0.33071

Cartesian forces, eV/Å:
C -1.5244 -3.3144 1.1290
C -0.9088 -0.1817 -1.7040
C 4.6439 0.5129 -0.2199
C 1.6905 1.2483 -1.2449
C -0.2005 -1.2986 -1.9806
C 4.0772 0.5051 0.2284
O -1.9975 0.4130 1.1374
C -1.4485 -0.6415 -0.7903
C -1.0975 0.9134 0.3776
O 1.9475 0.1542 -0.3950
C 1.2787 0.1496 -0.8205
C -1.4226 -0.0519 1.7803
C -1.5812 -4.1728 -0.0905
C -1.3730 1.5923 -1.4139
C 0.9283 1.6027 -0.5570
C -1.0178 -0.6254 -0.4437
C 2.0413 -0.6442 -0.3286
H -0.0311 -0.3910 0.9643
H -0.2739 2.6237 -0.9021
H 0.5555 1.1200 1.8369
H -0.3479 0.4599 -0.4243
H -0.3566 0.5989 0.2686
H -2.4154 -0.0653 0.1291
H -0.2717 0.7071 0.1389
H -0.1527 -0.0846 0.0830
H -0.1015 -1.5780 0.6709
H -0.8487 -0.2688 -0.0879
H 1.0636 -0.8139 -0.4813
H -0.5807 0.1091 1.5025
H 0.2334 0.3647 -0.7298
H -0.5121 2.0468 0.3118
H 0.9335 1.1348 1.1660
H 0.2594 -0.4881 -0.4606
H -0.1211 -1.3117 0.5020
H -0.0622 0.4482 0.4036
H -0.5150 -0.4298 0.2654
H 0.7262 0.2680 -0.0314
H -0.7854 -1.4503 0.9012
H -0.4312 0.8393 -0.6907